# C3H2F4O

2 unconnected molecules or ions with the total composition C3H2F4O (ωB97M-V with the def2-TZVPD basis set, OMol25).

Cartesian coordinates (Å):
F1 0.74 -1.30 0.53
C1 0.02 -0.68 -0.32
C2 -0.18 0.63 -0.29
F2 -0.99 1.09 -1.23
H1 -0.23 -1.30 -1.26
H2 0.15 1.27 0.47
O1 0.01 0.10 2.88
C3 -0.37 -1.00 2.79
F3 0.38 -2.12 3.00
F4 -1.59 -1.46 2.57

Computed properties:
Total charge: 0
Energy relative to the best compared isomer or geometry (same formula, charge and spin), eV: 0.6799
SMILES string: F/C=C/F.O=C(F)F
Gap between HOMO and LUMO, eV: 10.72
2S+1: 1